(1)
The following is a quantum chemistry calculation of one molecule with the formula C4H5N3, from the Open Molecules 2025 dataset.

Results
LUMO energy: 0.62 eV
Multiplicity: 1
ΔE to the lowest compared entry with this formula, charge and spin: 163.1 kJ/mol
Maximum force: 1.6 eV/Å
SMILES string: N#C[C@H]1CN=CN1
DFT total energy: -319.65009 Ha

Positions of all 12 atoms, in Å:
N: -1.166 2.594 -0.596
C: -0.566 1.615 -0.777
C: -0.347 0.128 -0.681
C: 1.019 -0.651 -0.627
N: 1.319 -0.826 0.793
C: 0.249 -0.530 1.412
N: -0.872 -0.197 0.652
H: -0.960 -0.250 -1.500
H: 0.806 -1.625 -1.091
H: 1.882 -0.232 -1.148
H: 0.146 -0.526 2.490
H: -1.459 0.543 1.020

Atoms 1-3, force components in eV/Å:
N 1.2 -0.9 -0.5
C -0.5 0.6 0.4
C 0.0 0.3 -0.2

---

(2)
The following is a quantum chemistry calculation of one molecule with the formula C4H5N3, from the Open Molecules 2025 dataset.

Results
LUMO energy: -0.62 eV
Multiplicity: 1
ΔE to the lowest compared entry with this formula, charge and spin: 164.7 kJ/mol
Maximum force: 3.2 eV/Å
SMILES string: [H]/N=C1/N=CC(C)=N1
DFT total energy: -319.64948 Ha

Positions of all 12 atoms, in Å:
H: -2.907 -1.499 0.146
N: -2.954 -0.448 -0.041
C: -1.755 -0.088 -0.048
N: -1.362 1.339 -0.083
C: -0.103 1.275 0.003
C: 0.371 -0.153 -0.019
C: 1.871 -0.414 -0.072
N: -0.593 -0.947 -0.021
H: 0.545 2.154 0.178
H: 2.268 -0.021 0.895
H: 2.412 0.249 -0.783
H: 2.206 -1.447 -0.155

Atoms 1-3, force components in eV/Å:
H -0.4 1.5 -0.6
N 0.2 -1.8 0.7
C 0.3 1.0 -0.3

---

(3)
The following is a quantum chemistry calculation of one molecule with the formula C4H5N3, from the Open Molecules 2025 dataset.

Results
LUMO energy: 0.89 eV
Multiplicity: 1
ΔE to the lowest compared entry with this formula, charge and spin: 185.1 kJ/mol
Maximum force: 6.3 eV/Å
SMILES string: Nc1cncnc1
DFT total energy: -319.64172 Ha

Positions of all 12 atoms, in Å:
N: -1.858 0.030 0.253
C: -0.573 0.040 -0.166
C: 0.144 1.197 -0.067
N: 1.416 1.174 0.130
C: 1.812 -0.072 0.237
N: 1.336 -1.265 -0.032
C: 0.070 -1.162 -0.226
H: -2.269 0.931 0.061
H: -2.306 -0.826 -0.041
H: -0.246 2.201 -0.178
H: 2.859 -0.132 0.489
H: -0.387 -2.117 -0.460

Atoms 1-3, force components in eV/Å:
N -1.6 0.2 -0.5
C -0.5 -0.2 1.3
C -1.1 1.9 -1.0

---

(4)
The following is a quantum chemistry calculation of a 2-piece molecular cluster, C4H5N3 overall, from the Open Molecules 2025 dataset.

Results
LUMO energy: -0.72 eV
Multiplicity: 1
ΔE to the lowest compared entry with this formula, charge and spin: 396.0 kJ/mol
Maximum force: 1.3 eV/Å
DFT total energy: -319.56140 Ha

Positions of all 12 atoms, in Å:
N: -2.172 -1.360 -0.024
C: -1.088 -1.768 0.159
C: 0.192 0.876 -0.802
C: -0.033 1.188 0.639
N: 0.623 0.135 1.359
C: 0.746 -0.842 0.528
N: 0.660 -0.315 -0.857
H: -0.086 1.440 -1.685
H: 0.242 2.200 0.948
H: -1.139 1.067 0.733
H: 1.342 -1.728 0.693
H: 0.713 -0.892 -1.690

Atoms 1-3, force components in eV/Å:
N 1.0 -0.3 0.2
C -1.3 0.2 -0.1
C 0.0 -0.2 0.1

---

(5)
The following is a quantum chemistry calculation of one molecule with the formula C4H5N3O, from the Open Molecules 2025 dataset.

Results
LUMO energy: 0.61 eV
Multiplicity: 1
ΔE to the lowest compared entry with this formula, charge and spin: 299.5 kJ/mol
Maximum force: 4.6 eV/Å
SMILES string: N#C[C@@H]1CC(=O)N1N
DFT total energy: -394.85347 Ha

Positions of all 13 atoms, in Å:
N: -2.995 -0.132 0.560
C: -1.966 -0.159 0.107
C: -0.733 -0.202 -0.560
C: 0.159 -1.477 -0.238
C: 1.193 -0.480 0.271
O: 2.245 -0.480 0.819
N: 0.328 0.557 0.016
N: 0.583 1.953 0.101
H: -0.929 0.066 -1.627
H: 0.480 -1.905 -1.208
H: -0.265 -2.131 0.409
H: 1.567 1.923 0.333
H: 0.334 2.467 1.016

Atoms 1-3, force components in eV/Å:
N -2.7 0.1 1.4
C 0.6 0.1 -0.2
C 1.4 -0.1 -1.6

---

(6)
The following is a quantum chemistry calculation of one molecule with the formula C4H5N3O, from the Open Molecules 2025 dataset.

Results
LUMO energy: 0.22 eV
Multiplicity: 1
ΔE to the lowest compared entry with this formula, charge and spin: 711.1 kJ/mol
Maximum force: 7.6 eV/Å
SMILES string: C1=C2N=NC[C@@H]2ON1
DFT total energy: -394.69671 Ha

Positions of all 13 atoms, in Å:
C: -1.398 0.611 -0.715
C: -0.917 -0.205 0.232
N: -0.933 -0.375 1.656
N: 0.141 -0.690 2.091
C: 1.126 -0.397 0.973
C: 0.304 -0.760 -0.266
O: 0.631 0.176 -1.373
N: -0.576 0.586 -1.802
H: -2.218 1.393 -0.583
H: 1.485 0.730 1.104
H: 2.156 -1.022 1.079
H: 0.532 -1.818 -0.694
H: -0.335 1.772 -1.700

Atoms 1-3, force components in eV/Å:
C -2.9 0.5 3.5
C -1.6 0.0 0.2
N -4.7 0.1 -0.7

---

(7)
The following is a quantum chemistry calculation of a 2-piece molecular cluster, C4H5N3O overall, from the Open Molecules 2025 dataset.

Results
LUMO energy: 0.42 eV
Multiplicity: 1
ΔE to the lowest compared entry with this formula, charge and spin: 582.3 kJ/mol
Maximum force: 5.6 eV/Å
DFT total energy: -394.74576 Ha

Positions of all 13 atoms, in Å:
C: 2.175 0.890 2.750
C: 1.978 -0.419 2.402
C: 0.458 -0.391 0.713
C: -0.513 1.394 -0.538
N: 2.282 1.989 3.090
N: 2.466 -1.515 2.559
N: 0.460 -1.591 0.399
O: 0.329 0.859 0.505
H: -1.565 1.256 -0.438
H: -0.053 1.108 -1.502
H: -0.233 2.392 -0.423
H: 2.307 -2.429 2.009
H: 0.066 -2.059 -0.451

Atoms 1-3, force components in eV/Å:
C 0.6 1.4 1.7
C -3.4 -1.2 -4.3
C 3.9 -2.4 3.2

---

(8)
The following is a quantum chemistry calculation of one molecule with the formula C4H5N3O, from the Open Molecules 2025 dataset.

Results
LUMO energy: 0.10 eV
Multiplicity: 1
ΔE to the lowest compared entry with this formula, charge and spin: 722.9 kJ/mol
Maximum force: 7.5 eV/Å
SMILES string: c1cnocn[nH]c1
DFT total energy: -394.69222 Ha

Positions of all 13 atoms, in Å:
C: 1.474 -0.122 0.557
C: 1.595 0.315 -0.760
N: 0.677 0.780 -1.552
O: -0.519 0.985 -0.802
C: -1.668 0.261 -1.099
N: -2.153 -0.551 -0.203
N: -1.231 -0.555 0.870
C: 0.147 -0.469 1.168
H: 2.533 0.163 1.164
H: 2.640 0.003 -1.316
H: -2.330 0.649 -1.947
H: -1.461 -0.887 1.772
H: 0.296 -0.573 2.145

Atoms 1-3, force components in eV/Å:
C -2.0 0.0 3.6
C 1.5 -1.0 -3.5
N 0.9 -0.6 -0.4

---

(9)
The following is a quantum chemistry calculation of one molecule with the formula C4H5N3O, from the Open Molecules 2025 dataset.

Results
LUMO energy: -0.53 eV
Multiplicity: 1
ΔE to the lowest compared entry with this formula, charge and spin: 517.8 kJ/mol
Maximum force: 5.1 eV/Å
SMILES string: C=C1C=NO/C1=N/N
DFT total energy: -394.77034 Ha

Positions of all 13 atoms, in Å:
C: -1.261 0.726 -0.184
C: -0.355 -0.189 -0.584
C: -0.287 -1.139 -1.646
N: 1.001 -1.483 -1.792
O: 1.700 -1.027 -0.797
C: 0.939 -0.238 0.027
N: 1.424 0.133 1.180
N: 0.526 0.980 1.813
H: -1.148 1.559 0.512
H: -2.231 0.884 -0.801
H: -0.986 -1.361 -2.483
H: 0.929 0.827 2.822
H: -0.251 0.328 1.932

Atoms 1-3, force components in eV/Å:
C -2.8 0.8 -2.2
C -1.3 1.9 1.6
C 2.4 -0.5 -2.2

---

(10)
The following is a quantum chemistry calculation of C4H5N3O as an isolated structure, from the Open Molecules 2025 dataset.

Results
LUMO energy: 0.38 eV
Multiplicity: 1
ΔE to the lowest compared entry with this formula, charge and spin: 422.9 kJ/mol
Maximum force: 7.8 eV/Å
DFT total energy: -394.80648 Ha

Positions of all 13 atoms, in Å:
C: 1.240 0.652 -0.078
C: 1.762 -1.236 0.001
C: -1.128 0.439 -0.152
C: -2.157 -0.445 0.036
H: 0.148 2.023 0.427
H: 2.559 -1.928 0.403
H: -1.612 1.497 -0.043
H: -1.788 -1.428 0.209
H: -3.118 0.061 -0.311
N: 2.362 -0.011 -0.122
N: 0.535 -1.426 -0.192
N: 0.147 -0.133 -0.112
O: 1.050 1.935 -0.065

Atoms 1-3, force components in eV/Å:
C 0.4 -0.2 -0.8
C 7.2 -2.9 0.3
C -4.3 -1.9 1.2

---

(11)
The following is a quantum chemistry calculation of one molecule with the formula C4H5N3O, from the Open Molecules 2025 dataset.

Results
LUMO energy: 0.98 eV
Multiplicity: 1
ΔE to the lowest compared entry with this formula, charge and spin: 449.8 kJ/mol
Maximum force: 2.1 eV/Å
SMILES string: N[C@]1([C@H]2C=N2)NC1=O
DFT total energy: -394.79623 Ha

Positions of all 13 atoms, in Å:
N: 1.824 0.241 0.311
C: 0.491 -0.001 -0.089
C: -0.453 -0.144 1.041
C: -1.748 0.502 1.017
N: -1.966 -0.585 0.433
N: 0.326 -0.903 -1.306
C: -0.096 0.368 -1.428
O: -0.453 1.205 -2.192
H: 2.311 0.883 -0.299
H: 2.364 -0.613 0.402
H: -0.033 -0.511 1.972
H: -2.315 1.287 1.482
H: -0.253 -1.728 -1.344

Atoms 1-3, force components in eV/Å:
N 0.4 0.4 0.2
C -0.2 0.2 -0.8
C -1.5 -0.3 -0.9

---

(12)
The following is a quantum chemistry calculation of one molecule with the formula C4H5N3O, from the Open Molecules 2025 dataset.

Results
LUMO energy: -1.43 eV
Multiplicity: 1
ΔE to the lowest compared entry with this formula, charge and spin: 440.7 kJ/mol
Maximum force: 5.8 eV/Å
SMILES string: [H]/N=C1\C=NC(CO)=N1
DFT total energy: -394.79972 Ha

Positions of all 13 atoms, in Å:
H: 2.466 -1.182 -2.139
N: 2.205 -0.151 -1.980
C: 1.126 -0.224 -1.311
C: 0.387 -1.576 -0.760
N: -0.779 -1.143 -0.259
C: -0.604 0.154 0.081
C: -1.231 0.662 1.429
O: -1.009 2.124 1.588
N: 0.289 0.779 -0.607
H: 0.300 -2.544 -1.136
H: -2.297 0.647 1.379
H: -0.949 0.172 2.374
H: 0.096 2.281 1.342

Atoms 1-3, force components in eV/Å:
H 0.0 2.0 0.2
N -1.3 -1.5 0.2
C -1.5 -1.4 2.5

---

Number 1: orbital gap 10.367 eV. Number 2: orbital gap 10.171 eV. Number 3: orbital gap 9.420 eV. Number 4: orbital gap 8.174 eV. Number 5: orbital gap 10.360 eV. Number 6: orbital gap 8.745 eV. Number 7: orbital gap 8.197 eV. Number 8: orbital gap 8.322 eV. Number 9: orbital gap 8.180 eV. Number 10: orbital gap 9.465 eV. Number 11: orbital gap 10.178 eV. Number 12: orbital gap 9.013 eV.